Below is one molecule with the formula C5H13BrSi in a non-equilibrium geometry, with properties calculated with wB97M-V/def2-TZVPD.

Last columns: bonded neighbours and bond lengths (Å).
Cartesian coordinates (Å):
1 Si 1.26 -0.74 0.42  C2 1.960, C4 1.958, H10 1.420, Br20 2.502
2 C 0.90 -2.53 -0.28  Si1 1.960, H7 1.140, H14 1.101, H15 1.037
3 H -2.06 -0.32 0.17  C8 1.047
4 C -0.07 0.66 0.14  Si1 1.958, C5 1.613, C8 1.571, C16 1.525
5 C -0.49 0.55 -1.42  C4 1.613, H9 1.116, H13 1.092, H18 1.023
6 H 0.03 2.82 -0.01  C16 1.052
7 H 1.86 -3.04 0.06  C2 1.140
8 C -1.49 0.36 0.74  H3 1.047, C4 1.571, H11 1.091, H19 1.052
9 H -0.65 -0.54 -1.61  C5 1.116
10 H 1.73 -1.10 1.71  Si1 1.420
11 H -1.39 -0.13 1.71  C8 1.091
12 H 1.50 2.08 -0.06  C16 0.989
13 H -1.48 0.91 -1.67  C5 1.092
14 H 1.05 -2.51 -1.37  C2 1.101
15 H -0.01 -2.92 0.04  C2 1.037
16 C 0.60 2.02 0.35  C4 1.525, H6 1.052, H12 0.989, H17 1.065
17 H 0.80 2.18 1.38  C16 1.065
18 H 0.28 0.85 -2.03  C5 1.023
19 H -2.12 1.20 0.85  C8 1.052
20 Br 3.50 0.09 -0.32  Si1 2.502

**Spin multiplicity**: 1
**Highest occupied orbital energy**: -9.93 eV
**Gap between HOMO and LUMO**: 10.64 eV
**Max |F|**: 0.0951 Eh/bohr
**ΔE to the lowest compared entry with this formula, charge and spin**: 2.470 eV
**LUMO**: 0.708 eV